A | C2H3Br2O2P | ωB97M-V with the def2-TZVPD basis set

Geometry as XYZ:
```
10
Properties=species:S:1:pos:R:3
C -0.14636 -0.81210 -0.66455
C 1.97662 0.34975 -0.50951
O -0.02529 -1.84501 -1.20338
O -0.83642 -0.06764 -0.01261
P -2.68889 0.06182 0.48431
Br 1.46883 2.04999 -0.02309
Br 2.93514 -0.84657 0.66646
H 2.13692 0.20050 -1.61727
H -2.43256 -0.33998 1.94306
H -2.38798 1.24924 0.93657
```

Summary:
Frontier orbital gap (spin up / spin down)   6.03 / 6.52 eV
Highest occupied orbital energy (spin up / spin down)   -7.3 / -7.7 eV
Total charge   0
LUMO (spin up / spin down)   -0.047 / -0.043 Ha

Electronic structure analysis, Löwdin charges in units of e: -0.55, -1.19, 0.13, -0.30, 0.94, 0.63, 0.56, 0.01, -0.05, -0.19

B | C2H3Br2O2P | ωB97M-V with the def2-TZVPD basis set

Geometry as XYZ:
```
10
Properties=species:S:1:pos:R:3
C 0.09827 0.25900 0.42412
C 0.10689 1.37487 -0.50121
O -2.12860 1.75728 -3.70928
O 0.07503 1.42536 -1.73042
P -1.80988 2.42737 -2.47697
Br 0.02653 3.09131 0.47971
Br -2.82859 1.21561 -0.88899
H -0.54808 0.20774 1.18289
H 1.16153 0.23314 0.68203
H 0.04881 -0.66837 -0.05352
```

Summary:
Frontier orbital gap   9.01 eV
Highest occupied orbital energy   -9.8 eV
Total charge   0
LUMO   -0.030 Ha

Electronic structure analysis, Löwdin charges in units of e: -0.12, -0.88, -0.50, -0.20, 0.52, 0.67, 0.28, 0.04, 0.12, 0.08

It turns out B is the most stable, with the second structure 431.0 kJ/mol higher.

A | C5H12N2O | ωB97M-V with the def2-TZVPD basis set

Geometry as XYZ:
```
20
Properties=species:S:1:pos:R:3
N 0.57991 -1.94038 -0.98114
C 0.19370 -0.57659 -1.19127
C 0.88208 0.18456 -2.31536
C 0.40825 0.12495 0.21474
N -0.79866 0.34680 0.89037
C -1.87900 1.14548 0.34450
C -0.66307 0.50047 2.34883
O 1.49600 0.12770 0.73971
H 0.18452 -2.38390 -0.16358
H 1.57407 -2.11059 -1.02889
H -0.86536 -0.53623 -1.47770
H 0.18766 0.94129 -2.67984
H 1.27170 -0.54340 -3.03520
H 1.84222 0.63815 -2.01779
H -1.73377 2.04662 -0.28114
H -2.50530 1.47329 1.16430
H -2.45734 0.58269 -0.40720
H -0.90682 1.48119 2.73591
H -1.42464 -0.10059 2.86605
H 0.37794 0.22790 2.53493
```

Summary:
Frontier orbital gap (spin up / spin down)   2.87 / 9.41 eV
Multiplicity   2
Highest occupied orbital energy (spin up / spin down)   1.2 / -5.5 eV
Total charge   -1
LUMO (spin up / spin down)   0.148 / 0.142 Ha

Electronic structure analysis, Löwdin charges in units of e: 0.03, -0.42, -0.12, -0.45, -0.15, -0.37, -0.17, 0.03, 0.07, 0.07, 0.10, 0.05, 0.06, 0.07, 0.01, 0.01, 0.02, 0.04, 0.06, 0.07

B | C5H12N2O | ωB97M-V with the def2-TZVPD basis set

Geometry as XYZ:
```
20
Properties=species:S:1:pos:R:3
C -2.10437 1.74903 -0.71665
N -1.26434 0.90746 0.10283
C -0.65478 -0.38675 -0.26802
C 0.68447 -0.01459 -0.84658
C 1.79140 0.88187 -0.41360
N 2.55193 0.19802 0.62611
C -0.67322 -1.33419 0.96509
O -0.33418 -2.49122 0.75307
H -2.91205 1.21441 -1.15938
H -1.48355 2.16082 -1.56064
H -2.53754 2.57769 -0.14228
H -1.74172 0.74355 0.99294
H -1.29373 -1.03754 -0.90752
H 1.17731 -0.92777 -1.32409
H 0.34146 0.37954 -1.85974
H 1.39642 1.87907 -0.03773
H 2.54580 1.27115 -1.15405
H 2.33201 0.31286 1.60971
H 2.76137 -0.77411 0.28996
H -1.18645 -0.98041 1.80420
```

Summary:
Frontier orbital gap (spin up / spin down)   3.34 / 7.14 eV
Multiplicity   2
Highest occupied orbital energy (spin up / spin down)   0.6 / -3.3 eV
Total charge   -1
LUMO (spin up / spin down)   0.143 / 0.141 Ha

Electronic structure analysis, Löwdin charges in units of e: -0.16, -0.12, -0.37, -0.24, -0.34, -0.05, -0.47, -0.18, 0.04, 0.07, 0.07, 0.07, 0.12, 0.12, 0.10, 0.11, 0.10, 0.04, 0.08, 0.01

It turns out A is the most stable, with the second structure 112.8 kJ/mol higher.

A | C6H6Cl2O | ωB97M-V with the def2-TZVPD basis set

Geometry as XYZ:
```
15
Properties=species:S:1:pos:R:3
C -0.00641 -0.82641 0.10300
C -0.34910 0.58180 0.06260
C -0.90479 -1.80037 0.16703
C -1.71179 0.77506 -0.07174
C 1.39513 -1.25397 0.24327
C 0.51762 1.73356 -0.15157
O -1.26943 -2.90481 -0.04143
Cl -2.74537 -0.57440 0.02050
Cl -2.52408 2.29314 0.13640
H 1.49334 -2.31687 0.08101
H 1.95941 -1.05672 1.19120
H 1.95273 -0.75455 -0.71643
H 1.48270 1.62059 0.14304
H 0.02512 2.63879 0.06775
H 0.68491 1.84516 -1.23463
```

Summary:
Frontier orbital gap   8.45 eV
Highest occupied orbital energy   -7.9 eV
Total charge   0
LUMO   0.021 Ha

Electronic structure analysis, Löwdin charges in units of e: -0.30, -0.31, -0.38, -1.03, -0.06, -0.05, 0.09, 0.89, 0.63, 0.07, 0.10, 0.14, 0.05, 0.04, 0.12

B | C6H6Cl2O | ωB97M-V with the def2-TZVPD basis set

Geometry as XYZ:
```
15
Properties=species:S:1:pos:R:3
C 0.69629 1.02007 -0.39295
C 1.53778 0.00054 -0.24464
C 0.23007 1.43114 -1.74718
C -0.85941 -0.42339 1.65459
C -0.93520 -1.15294 0.39580
C -0.99400 -1.73815 -0.65228
H 1.88768 -0.53808 -1.12207
H 1.89591 -0.32297 0.72637
H 0.65565 0.80611 -2.56031
H -1.61450 0.36276 1.69286
H 0.12414 0.02812 1.78310
H -1.04858 -2.26535 -1.57995
O -0.52816 2.33939 -1.96834
Cl 0.08685 1.93428 0.93839
Cl -1.13451 -1.48153 3.07663
```

Summary:
Frontier orbital gap   9.60 eV
Highest occupied orbital energy   -9.8 eV
Total charge   0
LUMO   -0.007 Ha

Electronic structure analysis, Löwdin charges in units of e: -0.68, 0.01, -0.29, -0.71, -0.23, 0.13, 0.09, 0.09, 0.13, 0.05, -0.03, 0.04, 0.05, 0.80, 0.55

It turns out A is the most stable, with the second structure 112.7 kJ/mol higher.

A | CHN2O3 | ωB97M-V with the def2-TZVPD basis set

Geometry as XYZ:
```
7
Properties=species:S:1:pos:R:3
C 1.41667 0.50471 0.27556
N -0.52477 -0.76657 -0.18414
N -1.38577 -0.02689 0.02056
O 0.78690 1.40576 -0.00484
O -2.03360 0.81356 0.33429
O 2.14808 -0.37531 0.31753
H -0.40751 -1.55524 -0.75895
```

Summary:
Frontier orbital gap   9.86 eV
Highest occupied orbital energy   -17.5 eV
Total charge   +1
LUMO   -0.282 Ha

Electronic structure analysis, Löwdin charges in units of e: -0.48, 0.40, -0.04, 0.23, 0.43, 0.26, 0.20

B | CHN2O3 | ωB97M-V with the def2-TZVPD basis set

Geometry as XYZ:
```
7
Properties=species:S:1:pos:R:3
C -0.06778 -1.70486 0.45806
N 0.14234 0.81670 0.18415
N 0.13573 1.42055 -0.81006
O 0.63108 -2.08607 -0.36074
O 0.34076 1.82894 -1.83068
O -0.81397 -1.30148 1.23802
H -0.36816 1.02622 1.12126
```

Summary:
Frontier orbital gap   9.43 eV
Highest occupied orbital energy   -17.4 eV
Total charge   +1
LUMO   -0.292 Ha

Electronic structure analysis, Löwdin charges in units of e: -0.46, 0.36, -0.03, 0.26, 0.41, 0.19, 0.26

It turns out B is the most stable, with the second structure 32.9 kJ/mol higher.

A | C5H6N2OS | ωB97M-V with the def2-TZVPD basis set

Geometry as XYZ:
```
15
Properties=species:S:1:pos:R:3
C 1.00786 0.85085 -0.26410
C 2.36835 0.76477 -0.22268
C -1.15544 -0.38125 -0.01610
C -2.37396 -1.05689 -0.01375
C -3.45235 -0.04424 0.12458
N -0.03438 -0.02432 -0.19967
N 4.77783 -0.06391 0.11743
O -2.52163 -2.27681 0.19911
S 3.30136 -0.66731 0.00750
H 0.73639 1.84200 -0.49340
H 3.10321 1.55842 -0.31586
H -4.50516 -0.59732 0.07077
H -3.51305 0.81916 -0.51290
H -3.17504 0.21489 1.24890
H 5.43603 -0.93804 0.27017
```

Summary:
Frontier orbital gap (spin up / spin down)   6.62 / 7.21 eV
Highest occupied orbital energy (spin up / spin down)   -7.3 / -8.0 eV
Total charge   0
LUMO (spin up / spin down)   -0.024 / -0.028 Ha

Electronic structure analysis, Löwdin charges in units of e: -0.20, -0.41, 0.06, -0.53, -0.04, 0.16, -0.43, 0.04, 0.84, 0.10, 0.06, 0.13, 0.07, 0.14, 0.02

B | C5H6N2OS | ωB97M-V with the def2-TZVPD basis set

Geometry as XYZ:
```
15
Properties=species:S:1:pos:R:3
C 2.15819 0.79145 0.59684
C 2.63262 -0.34283 0.07292
C 0.73147 0.62979 -1.27766
C -1.37858 -0.95319 1.10378
C -2.76096 -0.25593 -0.92298
N 1.09253 1.33622 -0.22647
N -1.79404 -0.60403 -0.22769
O -1.28383 -0.15152 1.99424
S 1.68906 -0.83989 -1.36915
H 2.42763 1.28054 1.52604
H 3.44531 -1.11419 0.11468
H -1.17560 -1.94775 1.15884
H -3.80327 -0.24213 -0.63182
H 0.53993 2.18383 0.07435
H -2.52047 0.22961 -1.98591
```

Summary:
Frontier orbital gap   9.08 eV
Highest occupied orbital energy   -8.3 eV
Total charge   0
LUMO   0.028 Ha

Electronic structure analysis, Löwdin charges in units of e: -0.19, -0.40, -0.47, -0.31, -0.04, -0.12, 0.04, 0.04, 0.86, 0.11, 0.07, 0.09, 0.07, 0.16, 0.11

It turns out B is the most stable, with the second structure 163.9 kJ/mol higher.